Entry 1:
ORCA calculation (wB97M-V/def2-TZVPD) on a 2-piece molecular cluster, C4H11N3O2 overall at a distorted geometry.

Element x y z (Å)
H1 0.39 1.55 -1.19
N1 0.24 0.62 -0.89
C1 1.20 -0.28 -0.80
N2 0.81 -1.44 -0.27
N3 2.50 -0.11 -1.26
C2 3.05 1.12 -1.83
H2 1.35 -2.21 -0.41
H3 0.22 -1.22 0.60
H4 3.03 -0.91 -1.51
H5 2.59 2.13 -1.36
H6 2.90 1.23 -2.90
H7 4.09 0.98 -1.69
C3 -3.58 -0.24 2.22
C4 -2.20 -0.24 1.68
O1 -1.19 -0.44 2.33
O2 -2.29 -0.05 0.29
H8 -4.35 -0.34 1.40
H9 -3.71 0.68 2.82
H10 -3.67 -1.10 2.91
H11 -1.38 0.26 -0.12

Values from the calculation:
Relative energy (zero: lowest compared OMol25 entry of this formula, charge and spin), kcal per mole: 28.9
HOMO-LUMO gap, eV: 9.760
Energy, eV: -12891.5764
SMILES: [H]/N=C(/N)NC.CC(=O)O

Atomic partial charges in e from the Mulliken method, atoms 1 to 4:
1 H 0.0711
2 N -0.6218
3 C 0.6459
4 N -0.4006

=====

Entry 2:
ORCA calculation (wB97M-V/def2-TZVPD) on a 2-piece molecular cluster, C4H11N3O2 overall at a distorted geometry.

Element x y z (Å)
C1 2.44 0.64 -0.62
N1 1.02 0.74 -0.23
C2 0.13 0.46 -1.09
N2 0.38 0.13 -2.43
N3 -1.20 0.74 -0.84
H1 2.99 0.65 0.31
H2 2.67 1.47 -1.30
H3 2.62 -0.27 -1.18
H4 1.33 0.18 -2.75
H5 -0.13 -0.64 -2.84
H6 -1.52 1.28 -0.05
H7 -1.81 0.02 -1.18
C3 -1.38 -1.45 1.58
C4 -1.35 -0.03 2.10
O1 -2.21 0.80 2.16
O2 -0.07 0.34 2.46
H8 -1.99 -1.50 0.67
H9 -2.05 -2.06 2.19
H10 -0.38 -1.74 1.33
H11 0.50 0.22 1.70

Values from the calculation:
Relative energy (zero: lowest compared OMol25 entry of this formula, charge and spin), kcal per mole: 31.0
HOMO-LUMO gap, eV: 9.809
Energy, eV: -12891.4848
SMILES: CN=C(N)N.CC(=O)O

Atomic partial charges in e from the Mulliken method, atoms 1 to 4:
1 C -1.1649
2 N -0.4382
3 C 0.5673
4 N -0.4564